[1]
Formula: C2H6N
Source: the Open Molecules 2025 dataset
Level of theory: wB97M-V/def2-TZVPD

Structure (XYZ):
```
9
Properties=species:S:1:pos:R:3
C 0.27 0.90 -0.05
C 0.57 -0.55 -0.02
N -0.83 -0.14 -0.07
H 0.16 1.46 0.93
H 0.37 1.51 -0.91
H 0.93 -0.94 -0.88
H 0.96 -1.10 0.95
H -1.24 -0.55 0.93
H -1.19 -0.58 -0.88
```

Total charge = +1
SMILES = C1C[NH2+]1
Energy relative to the best compared isomer or geometry (same formula, charge and spin) = 133.53 kJ/mol
Frontier orbital gap = 14.307 eV
Lowest unoccupied orbital energy = -0.1566 Eh
DFT total energy = -3652.33180 eV

[2]
Formula: C34H40N2O6
Source: the Open Molecules 2025 dataset
Level of theory: wB97M-V/def2-TZVPD

Structure (XYZ):
```
82
Properties=species:S:1:pos:R:3
C -6.91 3.43 -1.66
C -5.62 3.31 -0.85
N -4.66 2.54 -1.63
C -3.53 2.05 -0.95
C -2.93 2.73 0.13
C -1.83 2.18 0.77
C -1.33 0.91 0.40
C -0.22 0.34 1.09
C -0.12 -1.04 1.38
C -1.27 -1.88 1.53
C -1.14 -3.21 1.86
C 0.15 -3.80 1.93
N 0.33 -5.17 2.13
C -0.77 -5.91 2.75
C -0.26 -7.27 3.22
O 0.38 -7.99 2.15
C 1.47 -7.29 1.55
C 1.11 -5.87 1.12
C 1.29 -2.97 1.82
C 1.16 -1.62 1.59
C -1.97 0.22 -0.67
C -3.01 0.80 -1.37
C -4.43 2.94 -3.01
C -5.74 3.21 -3.74
O -6.66 3.97 -2.96
H -7.38 2.43 -1.71
H -7.60 4.15 -1.18
H -5.24 4.32 -0.62
H -5.83 2.77 0.08
H -3.31 3.71 0.43
H -1.34 2.71 1.58
H 0.54 1.01 1.50
H -2.27 -1.46 1.40
H -2.04 -3.82 2.01
H -1.13 -5.34 3.61
H -1.61 -6.07 2.04
H 0.43 -7.11 4.07
H -1.11 -7.90 3.52
H 2.33 -7.25 2.23
H 1.72 -7.89 0.66
H 0.55 -5.93 0.16
H 2.03 -5.30 0.94
H 2.28 -3.40 1.93
H 2.02 -0.96 1.53
H -1.61 -0.77 -0.95
H -3.47 0.29 -2.21
H -3.81 3.86 -3.05
H -3.89 2.13 -3.51
H -5.54 3.82 -4.63
H -6.18 2.24 -4.04
C 4.45 -0.92 -3.12
C 3.13 -0.26 -2.86
O 3.34 0.55 -1.70
C 2.19 1.05 -1.20
C 2.35 1.93 -0.04
C 3.49 1.76 0.88
O 3.75 2.52 1.81
O 4.31 0.72 0.64
C 5.50 0.77 1.48
C 6.43 -0.24 0.87
C 1.56 3.11 0.01
C 1.60 4.00 1.12
C 0.83 5.15 1.15
C -0.01 5.48 0.08
C -0.04 4.64 -1.05
C 0.73 3.49 -1.09
O 1.11 0.78 -1.73
H 4.36 -1.59 -3.98
H 5.23 -0.19 -3.33
H 4.74 -1.51 -2.25
H 2.81 0.38 -3.69
H 2.35 -1.01 -2.65
H 5.93 1.78 1.45
H 5.22 0.52 2.51
H 7.31 -0.39 1.51
H 5.93 -1.20 0.73
H 6.79 0.13 -0.10
H 2.27 3.75 1.93
H 0.91 5.80 2.02
H -0.63 6.38 0.11
H -0.66 4.88 -1.92
H 0.68 2.84 -1.96
```

Frontier orbital gap = 3.949 eV
Lowest unoccupied orbital energy = -0.0755 Eh
DFT total energy = -51169.19729 eV

[3]
Formula: C2H5BO
Source: the Open Molecules 2025 dataset
Level of theory: wB97M-V/def2-TZVPD

Structure (XYZ):
```
9
Properties=species:S:1:pos:R:3
B -0.82 -1.55 0.88
C -0.38 0.02 0.53
C 0.52 0.50 -0.43
O 0.32 -1.80 1.43
H -0.35 0.69 1.34
H -1.73 -2.15 0.40
H 0.81 -0.38 -1.02
H -0.16 1.06 -1.04
H 1.32 1.08 -0.06
```

Energy relative to the best compared isomer or geometry (same formula, charge and spin) = 0.00 kJ/mol
<S²> = 2.012
Spin multiplicity = 3
Frontier orbital gap (alpha / beta) = 8.299 / 9.404 eV
Lowest unoccupied orbital energy (alpha / beta) = 0.0322 / -0.0818 Eh
DFT total energy = -4874.82645 eV

[4]
Formula: C7H12
Source: the Open Molecules 2025 dataset
Level of theory: wB97M-V/def2-TZVPD

Structure (XYZ):
```
19
Properties=species:S:1:pos:R:3
C -2.31 -0.37 -0.29
C -1.11 0.52 -0.01
C -0.08 -0.06 1.00
C 1.33 0.40 0.49
C 2.38 -0.70 0.61
C 1.23 0.82 -1.00
C -0.05 0.71 -1.05
H -2.01 -1.33 -0.74
H -2.82 -0.59 0.66
H -3.04 0.11 -0.95
H -1.48 1.50 0.33
H -0.30 0.23 2.03
H -0.14 -1.15 0.94
H 1.66 1.28 1.06
H 2.06 -1.58 0.04
H 2.54 -1.01 1.65
H 3.33 -0.36 0.19
H -0.39 0.45 -2.48
H -0.78 1.14 -2.47
```

Energy relative to the best compared isomer or geometry (same formula, charge and spin) = 538.92 kJ/mol
Frontier orbital gap = 9.218 eV
Lowest unoccupied orbital energy = 0.0291 Eh
DFT total energy = -7447.84588 eV

[5]
Formula: H2O5P2
Source: the Open Molecules 2025 dataset
Level of theory: wB97M-V/def2-TZVPD

Structure (XYZ):
```
9
Properties=species:S:1:pos:R:3
O -0.42 1.56 -1.02
O 0.88 3.00 0.52
O 0.37 -0.80 -0.72
O -6.31 4.50 2.29
O -4.78 6.30 1.51
P -5.29 5.51 2.69
P 0.08 1.79 0.48
H -0.12 0.54 -1.00
H 0.42 -1.74 -0.93
```

Total charge = -2
Energy relative to the best compared isomer or geometry (same formula, charge and spin) = 219.26 kJ/mol
Frontier orbital gap = 8.287 eV
Lowest unoccupied orbital energy = 0.2328 Eh
DFT total energy = -28850.31073 eV

[6]
Formula: C45H45BN8O3S
Source: the Open Molecules 2025 dataset
Level of theory: wB97M-V/def2-TZVPD

Structure (XYZ):
```
103
Properties=species:S:1:pos:R:3
H -2.01 -3.21 -4.18
N -2.31 -2.22 -3.94
C -1.87 -1.94 -2.67
C -1.04 -3.03 -1.76
N -1.25 -2.63 -0.31
C 0.05 -2.24 0.38
C 0.39 -0.65 0.57
C 1.81 -0.19 1.34
C 2.05 1.43 1.49
B 2.95 1.91 0.17
O 2.60 1.56 -1.23
O 4.18 2.76 0.34
C 2.83 -1.37 1.86
C 2.55 -3.00 1.65
C 1.14 -3.39 0.90
S 0.57 -5.19 0.59
C -1.29 -5.09 0.98
C -2.07 -6.29 1.80
C -3.68 -6.05 2.12
C -4.42 -4.66 1.58
C -3.64 -3.48 0.75
O -4.24 -2.22 0.28
C -2.02 -3.68 0.45
H -2.09 -0.89 -2.15
H 0.11 -3.09 -2.00
H -1.55 -4.09 -1.95
H -0.33 0.22 0.19
H 2.66 1.74 2.44
H 1.03 2.03 1.44
H 1.64 1.83 -1.41
H 4.92 2.34 -0.22
H 3.84 -1.09 2.42
H 3.28 -3.85 2.02
H -1.46 -7.24 2.14
H -4.22 -6.90 2.73
H -5.55 -4.52 1.84
H -3.54 -1.51 0.41
C 7.80 -1.56 -2.37
C 6.70 -1.96 -1.62
C 5.94 -0.99 -0.99
N 6.22 0.33 -1.06
C 7.29 0.69 -1.79
C 8.10 -0.21 -2.46
H 8.41 -2.30 -2.87
H 6.43 -3.01 -1.52
H 5.07 -1.25 -0.39
H 7.49 1.76 -1.83
H 8.96 0.13 -3.04
C -3.18 -11.26 5.69
C -3.79 -11.67 4.52
C -4.38 -10.71 3.71
N -4.41 -9.40 4.01
C -3.81 -9.03 5.17
C -3.18 -9.91 6.03
H -2.70 -11.99 6.35
H -3.80 -12.72 4.23
H -4.87 -10.99 2.78
H -3.84 -7.96 5.39
H -2.71 -9.56 6.94
C -1.03 6.79 1.91
C -0.94 5.64 2.69
C -0.67 4.44 2.06
N -0.48 4.31 0.73
C -0.57 5.45 0.00
C -0.84 6.69 0.53
H -1.24 7.75 2.37
H -1.09 5.68 3.76
H -0.59 3.52 2.63
H -0.42 5.32 -1.07
H -0.90 7.57 -0.10
C 0.65 8.80 -4.73
C -0.45 9.15 -3.95
C -0.89 8.25 -2.99
N -0.31 7.05 -2.78
C 0.75 6.74 -3.55
C 1.26 7.57 -4.53
H 1.02 9.49 -5.49
H -0.95 10.10 -4.08
H -1.74 8.48 -2.36
H 1.19 5.76 -3.36
H 2.12 7.27 -5.12
C 5.42 6.60 -1.23
C 6.17 7.68 -0.77
C 6.74 7.58 0.49
N 6.61 6.50 1.30
C 5.87 5.47 0.82
C 5.27 5.48 -0.43
H 4.96 6.64 -2.22
H 6.31 8.57 -1.37
H 7.34 8.39 0.90
H 5.78 4.62 1.48
H 4.69 4.62 -0.77
C -8.02 -3.13 -1.98
C -7.01 -2.88 -1.05
C -6.90 -1.59 -0.54
N -7.71 -0.57 -0.90
C -8.67 -0.85 -1.80
C -8.87 -2.10 -2.37
H -8.14 -4.13 -2.40
H -6.33 -3.66 -0.73
H -6.14 -1.34 0.18
H -9.31 -0.01 -2.08
H -9.66 -2.27 -3.09
```

SMILES = [H]/N=C\CN1c2cc(CB(O)O)ccc2Sc2cccc(O)c21.c1ccncc1.c1ccncc1.c1ccncc1.c1ccncc1.c1ccncc1.c1ccncc1
Frontier orbital gap = 7.819 eV
Lowest unoccupied orbital energy = -0.0065 Eh
DFT total energy = -76952.42216 eV

[7]
Formula: C7H13INO11P2
Source: the Open Molecules 2025 dataset
Level of theory: wB97M-V/def2-TZVPD

Structure (XYZ):
```
35
Properties=species:S:1:pos:R:3
N 3.57 0.40 4.11
P 3.01 1.29 2.95
O 3.52 2.78 3.04
O 3.45 0.74 1.52
C 1.17 1.27 2.94
C 0.70 1.65 1.48
O 0.68 2.86 1.24
O 0.39 0.72 0.73
O 0.46 2.19 3.80
C -0.80 1.68 3.75
O -1.82 2.26 3.56
O -0.71 0.32 3.93
C 0.63 -0.01 3.55
I 0.88 -1.80 2.44
H 4.13 -0.33 3.69
H 3.39 3.13 3.92
H 3.19 -0.19 1.51
H 1.12 -0.12 4.51
C -2.67 -0.02 -1.01
O -2.68 -0.28 -2.43
P -2.01 -1.62 -2.89
O -2.42 -2.82 -2.16
O -0.45 -1.34 -2.81
C 0.07 -0.10 -3.30
O -2.35 -1.64 -4.44
C -1.86 -2.74 -5.20
H -2.71 1.06 -0.86
H -3.53 -0.48 -0.54
H -1.75 -0.40 -0.55
H 0.20 0.59 -2.46
H -0.58 0.34 -4.05
H 1.04 -0.30 -3.74
H -1.58 -3.58 -4.56
H -1.00 -2.42 -5.79
H -2.65 -3.07 -5.88
```

Total charge = -1
Frontier orbital gap = 7.934 eV
Lowest unoccupied orbital energy = 0.0933 Eh
DFT total energy = -58166.11007 eV

[8]
Formula: C24H33BN17S3W
Source: the Open Molecules 2025 dataset
Level of theory: wB97M-V/def2-TZVPD

Structure (XYZ):
```
79
Properties=species:S:1:pos:R:3
W -0.28 -0.24 -0.14
C -2.15 2.82 0.64
C -1.88 2.49 -0.78
C -2.29 3.18 -1.91
C -1.85 2.44 -2.99
N -1.22 1.35 -2.55
N -1.21 1.38 -1.18
B -0.68 0.12 -3.33
N -1.42 -1.12 -2.76
C -2.15 -2.02 -3.41
C -2.77 -2.85 -2.49
C -2.38 -2.39 -1.25
C -2.82 -2.92 0.07
N -1.53 -1.34 -1.42
N 0.81 0.01 -2.96
C 1.91 0.02 -3.72
C 3.03 -0.03 -2.90
C 2.55 -0.08 -1.61
C 3.37 -0.18 -0.38
N 1.18 -0.02 -1.64
N -0.99 0.21 -4.80
C -2.21 0.45 -5.36
C -2.17 0.03 -6.66
C -0.86 -0.48 -6.84
C -0.27 -1.10 -8.06
N -0.18 -0.38 -5.71
H -3.22 2.68 0.85
H -1.60 2.17 1.32
H -1.92 3.86 0.84
H -2.84 4.11 -1.93
H -1.94 2.64 -4.04
H -2.20 -2.05 -4.49
H -3.43 -3.67 -2.69
H -3.63 -3.62 -0.08
H -2.02 -3.46 0.58
H -3.18 -2.12 0.72
H 1.82 0.04 -4.79
H 4.06 -0.04 -3.21
H 4.35 -0.57 -0.64
H 3.51 0.80 0.07
H 2.92 -0.84 0.36
H -3.03 0.88 -4.80
H -2.95 0.10 -7.40
H -0.46 -0.48 -8.94
H 0.80 -1.24 -7.94
H -0.73 -2.07 -8.24
C 3.80 2.05 4.04
C 4.04 0.55 4.21
S 2.73 -0.59 3.64
C 1.22 0.20 4.30
C 0.51 1.20 3.37
S 1.09 1.19 1.62
C 1.22 2.98 1.31
C 2.30 3.63 2.18
S 3.85 2.67 2.32
H 4.60 2.56 4.57
H 2.86 2.35 4.50
H 4.19 0.34 5.27
H 4.93 0.22 3.68
H 1.50 0.68 5.24
H 0.56 -0.62 4.57
H 0.70 2.22 3.70
H -0.57 1.07 3.38
H 0.25 3.46 1.49
H 1.45 3.07 0.25
H 1.95 3.83 3.19
H 2.58 4.59 1.74
N 0.25 -3.00 2.28
C 0.85 -3.06 1.04
N 1.50 -4.10 0.57
N 1.85 -3.76 -0.67
N 1.45 -2.58 -0.98
N 0.81 -2.06 0.10
C -0.70 -2.05 2.45
N -1.54 -1.79 3.44
N -2.23 -0.72 3.06
N -1.84 -0.31 1.89
N -0.87 -1.14 1.49
H 0.34 -3.79 2.90
```

Total charge = +2
Energy relative to the best compared isomer or geometry (same formula, charge and spin) = 44.99 kJ/mol
<S²> = 0.762
Spin multiplicity = 2
Frontier orbital gap (alpha / beta) = 4.916 / 5.424 eV
Lowest unoccupied orbital energy (alpha / beta) = -0.3314 / -0.3137 Eh
DFT total energy = -85749.12446 eV

[9]
Formula: C3H7FS
Source: the Open Molecules 2025 dataset
Level of theory: wB97M-V/def2-TZVPD

Structure (XYZ):
```
12
Properties=species:S:1:pos:R:3
C -0.24 -1.76 0.56
C -0.72 -0.68 -0.38
C -0.92 0.70 0.11
S 0.48 0.52 -1.02
H 0.48 -1.35 1.28
H -1.09 -2.18 1.11
H 0.25 -2.57 0.02
H -1.43 -1.02 -1.14
H -0.65 0.91 1.14
H -1.76 1.28 -0.27
F 2.90 2.97 -0.26
H 2.70 3.17 -1.15
```

SMILES = C[C@H]1CS1.F
Energy relative to the best compared isomer or geometry (same formula, charge and spin) = 26.39 kJ/mol
Frontier orbital gap = 9.450 eV
Lowest unoccupied orbital energy = 0.0262 Eh
DFT total energy = -16776.71014 eV

[10]
Formula: C7H14O
Source: the Open Molecules 2025 dataset
Level of theory: wB97M-V/def2-TZVPD

Structure (XYZ):
```
22
Properties=species:S:1:pos:R:3
C 2.22 1.55 -0.28
C 1.24 1.29 0.57
C 0.11 0.35 0.40
C -1.04 0.69 1.07
C 0.12 -0.90 -0.41
C -1.24 -1.46 -0.86
C -2.06 -0.42 -1.69
H 2.52 1.04 -1.16
H 2.84 2.45 -0.13
H 1.00 2.03 1.33
H -1.86 0.01 1.20
H -1.27 1.70 1.42
H 0.77 -0.96 -1.22
H 0.55 -1.81 0.17
H -1.86 -1.75 0.00
H -1.43 -2.37 -1.52
H -1.64 -0.13 -2.63
H -2.24 0.55 -1.18
H -3.05 -0.93 -1.83
O 2.38 -0.51 2.40
H 1.49 -0.83 2.21
H 2.45 0.41 2.16
```

SMILES = C=CC(=C)CCC.O
Energy relative to the best compared isomer or geometry (same formula, charge and spin) = 252.25 kJ/mol
Frontier orbital gap = 9.503 eV
Lowest unoccupied orbital energy = 0.0226 Eh
DFT total energy = -9531.15219 eV

[11]
Formula: C2H7PS2
Source: the Open Molecules 2025 dataset
Level of theory: wB97M-V/def2-TZVPD

Structure (XYZ):
```
12
Properties=species:S:1:pos:R:3
P 0.69 -0.36 1.89
C 0.77 -0.70 0.06
C -0.12 0.35 -0.70
S -0.14 0.48 -2.42
S -2.17 -0.31 -0.06
H -0.24 0.69 1.80
H 1.75 0.76 1.88
H 0.32 -1.65 -0.02
H 1.85 -0.79 -0.20
H -0.11 1.34 -0.17
H -0.94 1.53 -2.68
H -1.67 -1.33 0.61
```

SMILES = PCC(S)S
Energy relative to the best compared isomer or geometry (same formula, charge and spin) = 253.47 kJ/mol
Frontier orbital gap = 9.048 eV
Lowest unoccupied orbital energy = 0.0063 Eh
DFT total energy = -33144.51502 eV

[12]
Formula: CsH2O
Source: the Open Molecules 2025 dataset
Level of theory: wB97M-V/def2-TZVPD

Structure (XYZ):
```
4
Properties=species:S:1:pos:R:3
Cs -13.63 8.46 -20.41
O -13.15 8.41 -22.74
H -13.99 8.36 -22.28
H -13.27 7.86 -23.52
```

Total charge = +1
Energy relative to the best compared isomer or geometry (same formula, charge and spin) = 206.77 kJ/mol
Frontier orbital gap = 13.220 eV
Lowest unoccupied orbital energy = -0.1512 Eh
DFT total energy = -2620.54102 eV

no.,largest force on an atom (Eh/bohr)
1,0.0931
2,0.0353
3,0.0685
4,0.0092
5,0.0459
6,0.1096
7,0.0419
8,0.0276
9,0.0067
10,0.0855
11,0.0686
12,0.1221